No. 1
Molecular formula: C32H80Br8N6O8P2
Method: DFT, ωB97M-V/def2-TZVPD

Geometry (Å):
C  10.10047  10.12201  13.32297
N  10.14185  11.54753  13.28885
C  9.75127  12.03078  11.94596
P  11.40573  12.28519  14.01243
O  12.64706  12.45358  13.23298
N  10.77058  13.76500  14.39231
C  11.68567  14.87831  14.54610
C  9.42238  14.04245  14.80549
N  11.61066  11.46763  15.40124
C  12.65206  10.45752  15.52726
C  11.05868  11.91525  16.71402
H  10.94530  9.60241  12.81886
H  9.24938  9.79504  12.76223
H  9.81743  9.73305  14.32440
H  8.65751  12.02508  11.77527
H  10.26265  11.45357  11.19112
H  10.10163  13.06644  11.82026
H  12.67857  14.53731  14.20220
H  11.38380  15.58662  13.78384
H  11.72483  15.27959  15.56740
H  8.79406  13.14456  14.92154
H  9.50361  14.51229  15.78257
H  8.85920  14.80525  14.11268
H  13.51128  10.87437  16.15015
H  12.15617  9.56518  15.91551
H  13.02252  10.21256  14.50449
H  11.80162  12.50591  17.22717
H  10.83824  10.99105  17.24601
H  10.17902  12.58532  16.57918
C  11.08595  18.87928  18.02252
N  12.44024  18.73570  18.65211
C  12.60302  19.53888  19.89724
P  13.24625  17.29510  18.21957
O  12.81156  16.80548  16.90294
N  14.77972  17.69688  18.49937
C  15.79152  16.66510  18.62846
C  15.35012  18.95063  17.99628
N  12.97982  16.01469  19.25159
C  13.17660  16.11410  20.71303
C  12.28101  14.75900  18.91360
H  10.31099  18.40955  18.65683
H  11.04219  18.29180  17.06090
H  11.02248  19.97081  17.86948
H  11.98175  19.19222  20.70195
H  12.42804  20.59640  19.66974
H  13.67660  19.45849  20.22051
H  16.61649  16.98036  19.26100
H  15.28975  15.80835  19.07630
H  16.11263  16.44540  17.60256
H  15.93864  18.75584  17.09170
H  14.57865  19.70013  17.87212
H  16.15182  19.30544  18.63044
H  14.14258  15.66959  20.98213
H  13.29794  17.19914  20.96466
H  12.32202  15.70279  21.19155
H  12.96571  13.93252  19.18276
H  12.05970  14.67094  17.89296
H  11.31450  14.56340  19.46124
C  20.16647  11.03876  13.47854
O  20.30507  12.46398  13.43412
C  19.51512  13.09824  12.44829
C  19.34616  14.60297  12.71984
O  20.32026  15.30698  11.89956
C  20.50147  16.61250  12.38782
C  21.45218  16.79736  13.49616
O  20.89735  16.53348  14.77564
C  21.82702  16.00563  15.73521
H  19.08015  10.82072  13.57988
H  20.70390  10.69110  14.35619
H  20.59013  10.56565  12.56401
H  18.47967  12.66569  12.30351
H  19.97094  13.15455  11.51483
H  19.38033  14.84187  13.83545
H  18.34523  14.75300  12.29538
H  19.53616  17.10512  12.71748
H  20.92731  17.31206  11.62946
H  21.70172  17.86540  13.40439
H  22.31543  16.16404  13.30726
H  21.26081  15.48628  16.46435
H  22.56894  16.70939  16.12379
H  22.47670  15.30079  15.25414
C  15.29582  12.12138  6.53612
O  15.60228  12.46452  7.89770
C  14.38358  12.64685  8.67494
C  14.81844  13.24454  9.94188
O  15.13313  14.58780  9.88949
C  16.33442  14.89247  10.64949
C  17.03383  16.00014  9.87827
O  17.59318  15.57178  8.61721
C  18.59223  14.58570  8.71126
H  16.17006  11.99910  5.95984
H  14.65168  12.86694  6.04364
H  14.71209  11.16588  6.46006
H  14.01630  11.63822  8.79843
H  13.65998  13.22254  8.12286
H  15.70370  12.69492  10.25384
H  13.91122  13.07840  10.62095
H  17.02822  14.04942  10.76077
H  16.09529  15.23372  11.67292
H  17.78427  16.47855  10.44069
H  16.42030  16.85320  9.60474
H  18.09945  13.69078  9.12270
H  19.54885  14.94118  9.23321
H  18.84523  14.40531  7.68268
Br  17.25245  9.81396  18.80462
C  17.38885  9.52323  16.88918
C  16.96143  8.06976  16.50326
Br  15.00526  7.93610  16.30919
H  18.49761  9.57158  16.63473
H  16.81982  10.30683  16.45757
H  17.31133  7.32700  17.25889
H  17.32513  7.79337  15.51642
Br  15.85657  8.11155  11.10003
C  17.45290  8.50587  10.04688
C  17.55008  9.98086  10.14643
Br  19.07210  10.64621  9.06726
H  17.14847  8.22390  9.02534
H  18.30692  8.02857  10.40759
H  17.77647  10.37939  11.13886
H  16.64100  10.46330  9.83109
Br  16.67609  13.39180  16.24059
C  15.23206  13.67766  14.81502
C  15.52486  13.09436  13.43702
Br  15.75712  11.19378  13.39575
H  15.17023  14.79549  14.76458
H  14.26474  13.32464  15.18114
H  16.38221  13.57610  12.94990
H  14.65335  13.17605  12.78750
Br  13.20357  16.85571  11.90559
C  13.92582  18.48325  12.72772
C  14.35043  18.06480  14.11928
Br  16.17900  17.25639  14.17933
H  13.18878  19.30678  12.72969
H  14.80844  18.83927  12.15327
H  13.70709  17.19092  14.40063
H  14.40009  18.89849  14.88438

Cartesian forces (eV/Å) of the 6 atoms listed first:
-0.585 -1.573 0.561
-1.017 0.072 -1.397
0.197 1.083 0.483
-0.132 1.674 0.379
0.293 -0.381 -0.366
-0.127 -0.629 -0.155

Summary:
HOMO level (hartree): -0.3172
SMILES: CN(C)P(=O)(N(C)C)N(C)C.CN(C)P(=O)(N(C)C)N(C)C.COCCOCCOC.COCCOCCOC.BrCCBr.BrCCBr.BrCCBr.BrCCBr
Max |F| (Eh/bohr): 0.056
Frontier orbital gap (eV): 9.1
Total energy (eV): -638717.9303
Spin multiplicity: 1
Lowest unoccupied orbital energy (eV): 0.43
Total charge: 0

No. 2
Molecular formula: C12H23AlFO4
Method: DFT, ωB97M-V/def2-TZVPD

Geometry (Å):
C  3.71848  2.69638  0.46405
O  4.29981  1.48285  0.88049
C  4.81401  0.70295  -0.18319
C  3.73370  -0.00766  -0.98604
C  3.03854  -1.14029  -0.21742
C  1.51505  -1.06147  -0.26937
C  0.80988  -2.00008  0.72188
C  -0.33172  -2.84153  0.13215
C  -1.74702  -2.23563  0.15024
C  -1.89853  -0.71894  0.00681
C  -1.77154  0.08353  1.33144
O  -2.41162  1.32509  1.20510
Al  -3.31630  1.33263  -0.32117
C  -5.16155  2.13112  -0.11127
C  -6.32330  1.51260  -0.80734
O  -7.48334  1.73953  -0.72751
F  -5.94389  0.51235  -1.67524
O  -3.15718  -0.43395  -0.54189
H  4.43642  3.29424  -0.11417
H  2.81912  2.54835  -0.14273
H  3.43907  3.24517  1.36151
H  5.46047  -0.03827  0.29576
H  5.44227  1.32462  -0.83663
H  2.98416  0.72754  -1.29470
H  4.19106  -0.38089  -1.90698
H  3.36202  -1.12252  0.82911
H  3.35347  -2.10725  -0.62256
H  1.21246  -0.02512  -0.08902
H  1.17986  -1.29811  -1.28532
H  1.55262  -2.67208  1.16575
H  0.42301  -1.39974  1.54690
H  -0.35540  -3.80347  0.65098
H  -0.07951  -3.07515  -0.90903
H  -2.30221  -2.64120  -0.69852
H  -2.29188  -2.55045  1.04731
H  -1.10609  -0.34204  -0.67239
H  -2.23509  -0.50393  2.14503
H  -0.71357  0.23164  1.59230
H  -2.56883  2.11005  -1.54136
H  -5.11708  3.15444  -0.50638
H  -5.46980  2.24467  0.93342

Cartesian forces (eV/Å) of the 6 atoms listed first:
-0.027 0.033 -0.052
0.043 -0.018 0.058
0.007 -0.150 0.071
-0.022 0.054 -0.080
0.017 -0.014 0.077
-0.118 0.034 -0.095

Summary:
HOMO level (hartree): -0.1898
Relative energy (zero: lowest compared OMol25 entry of this formula, charge and spin) (kJ/mol): 0.00
Max |F| (Eh/bohr): 0.012
Frontier orbital gap (eV): 8.0
Total energy (eV): -30325.3377
Spin multiplicity: 1
Lowest unoccupied orbital energy (eV): 2.80
Total charge: -1

No. 3
Molecular formula: C35H104N6O17
Method: DFT, ωB97M-V/def2-TZVPD

Geometry (Å):
C  6.52281  -1.33377  -3.56637
O  7.75974  -1.69445  -4.13478
H  5.81397  -1.45291  -4.38580
H  6.17776  -1.92253  -2.71644
H  6.47094  -0.30606  -3.20687
H  7.63795  -2.33129  -4.84275
C  2.56852  -7.23109  2.45137
O  1.79577  -8.43171  2.26812
H  1.99691  -6.41696  2.00576
H  2.62868  -7.00628  3.51622
H  3.54057  -7.31111  1.96473
H  1.86986  -8.59222  1.32453
C  -4.37025  -7.28822  -0.22330
O  -3.97226  -5.89679  -0.01418
H  -3.56564  -8.02343  -0.23682
H  -5.12730  -7.64771  0.47365
H  -4.73909  -7.37548  -1.24529
H  -3.77714  -5.81558  0.92227
C  -1.10475  -2.64567  -7.77476
O  -0.07308  -3.41721  -7.24356
H  -1.23353  -3.09141  -8.76108
H  -2.01512  -2.78889  -7.19269
H  -0.77380  -1.60870  -7.83194
H  -0.42403  -4.31001  -7.20692
C  -1.01886  2.27717  5.14812
O  -2.19041  3.10409  5.31037
H  -0.11208  2.78243  5.48064
H  -1.23118  1.43195  5.80281
H  -0.97429  1.90466  4.12471
H  -2.06768  3.86145  4.73339
C  6.05950  5.45230  1.59242
C  6.84744  6.33467  2.59989
C  5.96962  7.28074  3.51589
O  5.38762  8.26005  2.70286
C  5.05496  9.48746  3.45564
N  7.54395  5.40387  3.47267
H  5.19047  5.08098  2.13555
H  6.62254  4.59160  1.23147
H  5.71519  6.09841  0.78490
H  7.61710  6.87581  2.04954
H  6.62634  7.78091  4.22768
H  5.31369  6.66368  4.12996
H  4.49755  9.23931  4.35887
H  4.36724  10.03499  2.81116
H  5.91143  10.12149  3.68491
H  8.15585  4.75367  3.00053
H  8.20461  5.95669  3.99993
C  1.31929  5.26548  -4.44602
C  0.54135  4.88240  -5.65164
C  1.51175  4.61168  -6.87111
O  2.14347  5.83647  -7.32746
C  2.97099  5.56096  -8.47618
N  -0.27620  3.69415  -5.31546
H  1.82431  6.18620  -4.73814
H  2.01559  4.45860  -4.21751
H  0.75345  5.45678  -3.53424
H  -0.07804  5.73497  -5.93017
H  0.91182  4.21947  -7.69229
H  2.16083  3.75884  -6.67248
H  3.77473  4.90708  -8.13772
H  3.35454  6.48258  -8.91391
H  2.42276  5.00730  -9.23841
H  0.32505  2.88476  -5.37453
H  -0.95604  3.56508  -6.05117
C  -3.80296  9.81995  1.00337
C  -3.41705  8.62997  0.15225
C  -3.33121  7.29503  0.98776
O  -2.46690  7.37597  2.09561
C  -1.09231  7.39981  1.83777
N  -4.51223  8.60834  -0.79765
H  -3.00489  10.01319  1.72021
H  -4.70020  9.64353  1.59662
H  -3.86442  10.74935  0.43721
H  -2.50664  8.90474  -0.38044
H  -3.05141  6.48528  0.31389
H  -4.33975  7.04516  1.31715
H  -0.69641  6.51598  1.33757
H  -0.61480  7.52177  2.81000
H  -0.79815  8.21138  1.17223
H  -4.51308  7.71155  -1.26228
H  -5.39889  8.59262  -0.31423
C  -6.89348  1.12331  1.59586
C  -6.06532  -0.14540  1.99686
C  -7.01552  -1.11653  2.74612
O  -7.28636  -0.52353  4.08527
C  -8.20758  -1.33438  4.75421
N  -5.59244  -0.75767  0.75819
H  -6.97132  1.70080  2.51701
H  -7.89008  0.89960  1.21525
H  -6.38053  1.72410  0.84484
H  -5.20952  0.18246  2.58695
H  -6.52824  -2.09094  2.78024
H  -7.93783  -1.37116  2.22401
H  -7.72718  -2.29609  4.93434
H  -9.04993  -1.61145  4.12035
H  -8.33847  -0.86915  5.73122
H  -4.76095  -0.20009  0.62459
H  -5.24056  -1.69402  0.89803
C  8.63637  -5.48230  2.39361
C  7.96359  -4.29919  1.75249
C  7.33249  -3.50722  2.88464
O  6.62892  -2.38012  2.44624
C  6.29359  -1.42575  3.46109
N  8.86580  -3.37586  1.05841
H  9.47583  -5.71515  1.73849
H  8.02238  -6.38135  2.44676
H  9.13594  -5.24373  3.33256
H  7.25865  -4.52561  0.95255
H  8.11776  -3.25072  3.59572
H  6.59913  -4.15639  3.36306
H  5.49799  -0.77696  3.09479
H  7.18776  -0.81556  3.58847
H  6.06675  -1.84171  4.44273
H  8.47948  -3.02794  0.19250
H  9.02370  -2.51920  1.56959
C  -5.12823  -7.99684  5.60496
C  -3.68309  -8.34729  5.45371
C  -2.83574  -7.07611  5.56604
O  -3.14803  -6.11902  4.51968
C  -2.41505  -4.90316  4.60956
N  -3.31130  -9.32018  6.46528
H  -5.30166  -7.36324  4.73514
H  -5.34117  -7.37010  6.47096
H  -5.78980  -8.86311  5.60343
H  -3.52168  -8.83785  4.49380
H  -1.77553  -7.30952  5.46833
H  -3.03874  -6.62122  6.53556
H  -2.64035  -4.29400  5.48493
H  -2.66995  -4.25145  3.77386
H  -1.33854  -5.07310  4.62781
H  -3.55061  -10.28126  6.26740
H  -2.31341  -9.32551  6.62120
C  -6.45369  3.75652  -6.66412
C  -6.55494  3.61884  -5.11943
O  -5.55175  4.39858  -4.44597
O  -5.21030  3.16250  -7.06718
H  -6.40692  4.82308  -6.88401
H  -7.32964  3.33799  -7.15975
H  -6.49314  2.57793  -4.80195
H  -7.52222  4.02844  -4.82842
H  -4.69609  4.07917  -4.74166
H  -4.81940  3.59678  -7.82889
C  0.88454  -8.12599  -3.07839
C  -0.10138  -8.76456  -4.06294
O  -0.98489  -7.77922  -4.53753
O  1.67195  -9.06245  -2.39713
H  0.39692  -7.47499  -2.35279
H  1.45354  -7.29605  -3.49737
H  -0.71729  -9.54763  -3.62074
H  0.56073  -9.14483  -4.84084
H  -1.79542  -8.26724  -4.70027
H  2.16688  -9.57329  -3.04188
C  0.92070  -1.28722  -1.43551
C  1.05328  -0.05971  -0.53414
O  -0.18631  0.75430  -0.67655
O  0.87499  -0.87156  -2.76768
H  0.05554  -1.90365  -1.19138
H  1.79004  -1.94472  -1.43129
H  1.88942  0.54110  -0.89188
H  1.10331  -0.40579  0.49825
H  -0.25000  0.96177  -1.61171
H  0.85715  -1.54550  -3.45111

Cartesian forces (eV/Å) of the 6 atoms listed first:
-1.015 -0.177 -0.861
0.964 0.225 0.670
-0.684 0.278 0.367
0.347 -0.530 0.011
0.581 0.144 -0.355
-0.201 0.060 0.179

Summary:
HOMO level (hartree): -0.3276
Max |F| (Eh/bohr): 0.055
Frontier orbital gap (eV): 8.9
Total energy (eV): -81718.5020
Spin multiplicity: 1
Lowest unoccupied orbital energy (eV): 0.04
Total charge: 0

No. 4
Molecular formula: C8H20F18KO4P3
Method: DFT, ωB97M-V/def2-TZVPD

Geometry (Å):
K  0.54620  -0.13552  -0.32560
P  3.65234  -2.74704  -1.76057
F  2.42841  -3.54839  -1.06444
F  4.16588  -2.27013  -0.31153
F  4.60709  -4.02904  -1.66538
F  4.83191  -1.87371  -2.50285
F  3.16692  -3.21138  -3.24465
F  2.69995  -1.43461  -1.84982
P  0.12429  3.31167  2.35601
F  -0.94893  4.31061  1.65683
F  0.17954  4.22318  3.68947
F  -1.04827  2.42768  3.04120
F  1.26964  2.35274  3.02412
F  0.08513  2.34446  1.05469
F  1.28932  4.18251  1.60417
P  1.30684  -2.20724  3.03861
F  1.91009  -1.21345  4.20576
F  -0.08133  -1.33567  2.99060
F  1.95933  -1.20006  1.93514
F  0.74033  -3.13889  1.82689
F  2.62252  -3.09251  3.10475
F  0.55317  -3.09311  4.19615
C  -3.60998  1.41138  1.39081
O  -3.28192  0.18361  0.73595
C  -2.81018  -0.80374  1.61263
C  -2.55051  -2.17551  1.00382
O  -1.56015  -2.03509  0.00651
C  -1.34108  -3.28829  -0.65426
H  -3.73090  1.31532  2.46998
H  -4.58274  1.66310  0.95991
H  -2.86899  2.17714  1.17286
H  -3.50372  -0.92551  2.45454
H  -1.81373  -0.53609  1.98625
H  -3.48963  -2.61551  0.63122
H  -2.21284  -2.90827  1.74370
H  -0.93295  -3.95448  0.10990
H  -0.55169  -3.17290  -1.39436
H  -2.24737  -3.70025  -1.10014
C  -2.43338  1.12017  -2.17125
O  -1.04326  1.18418  -2.05330
C  -0.41025  2.15902  -2.87876
C  0.89762  2.62638  -2.36235
O  1.78100  1.52394  -2.19306
C  3.14772  1.76682  -2.13345
H  -2.90742  2.00642  -1.71332
H  -2.95827  0.33455  -1.63477
H  -2.82172  1.25196  -3.18961
H  -1.02072  3.03618  -3.11851
H  -0.24300  1.66478  -3.84378
H  0.82251  3.29988  -1.50126
H  1.43274  3.20234  -3.13081
H  3.82196  1.12302  -2.70268
H  3.51181  1.65339  -1.10448
H  3.45069  2.78997  -2.39750

Cartesian forces (eV/Å) of the 6 atoms listed first:
0.326 -0.329 0.556
0.272 0.339 0.108
0.073 -0.126 -0.347
0.083 0.168 -0.179
0.188 -0.342 -0.168
0.016 -0.210 0.360

Summary:
HOMO level (hartree): -0.1952
Relative energy (zero: lowest compared OMol25 entry of this formula, charge and spin) (kJ/mol): 32.93
Max |F| (Eh/bohr): 0.050
Frontier orbital gap (eV): 9.1
Total energy (eV): -109938.4710
Spin multiplicity: 1
Lowest unoccupied orbital energy (eV): 3.74
Total charge: -2